This record from the Open Molecules 2025 dataset describes a molecular structure, C26H29IN2O4P2Pd. The level of theory is the ωB97M-V functional and the def2-TZVPD basis.

The value obtained for the HOMO energy is 1.1 eV. The max |F| is 1.006 eV/Å. For the HOMO-LUMO gap, the calculation gives 3.68 eV.

```
! RIJCOSX wB97M-V def2-TZVPD def2/J DEFGRID3
* xyz -2 1
Pd 0.262 1.133 0.467
O -1.084 2.829 -1.461
C -0.753 1.654 -1.224
C -1.147 0.600 -2.207
C -1.442 0.964 -3.535
C -1.676 0.013 -4.506
C -1.644 -1.346 -4.165
C -1.364 -1.717 -2.862
C -1.052 -0.766 -1.879
P -0.575 -1.142 -0.155
C -2.146 -1.027 0.797
C -3.385 -0.874 0.179
C -4.552 -0.809 0.934
C -4.496 -0.906 2.318
C -3.265 -1.053 2.943
C -2.103 -1.098 2.188
C -0.475 -3.005 -0.255
C -1.001 -3.881 0.711
C -0.625 -5.219 0.772
C 0.314 -5.740 -0.108
C 0.886 -4.882 -1.046
C 0.518 -3.548 -1.098
H -1.498 2.024 -3.758
H -1.919 0.312 -5.522
H -1.829 -2.102 -4.921
H -1.370 -2.768 -2.601
H -3.434 -0.800 -0.900
H -5.508 -0.684 0.437
H -5.404 -0.846 2.907
H -3.208 -1.114 4.023
H -1.141 -1.197 2.677
H -1.742 -3.508 1.407
H -1.077 -5.866 1.518
H 0.612 -6.780 -0.052
H 1.634 -5.263 -1.734
H 0.986 -2.892 -1.827
C 1.147 -0.390 4.182
O 1.943 -0.709 3.046
P 2.024 0.377 1.823
O 3.141 -0.521 1.017
C 3.044 -0.740 -0.381
O 3.048 1.425 2.575
C 2.868 2.830 2.424
H 0.782 -1.328 4.600
H 0.302 0.253 3.925
H 1.755 0.127 4.931
H 3.989 -0.444 -0.846
H 2.219 -0.163 -0.809
H 2.870 -1.802 -0.567
H 3.010 3.292 3.402
H 1.870 3.064 2.058
H 3.602 3.231 1.722
I -1.143 2.401 2.715
C 0.510 4.980 0.146
C 1.356 4.214 -0.805
N 1.910 3.050 -0.599
C 2.670 2.780 -1.715
C 2.578 3.798 -2.614
N 1.744 4.723 -2.013
H -0.230 4.313 0.589
H -0.016 5.784 -0.376
H 1.116 5.407 0.949
H 3.233 1.864 -1.801
H 3.003 3.944 -3.594
H 1.360 5.544 -2.442
*
```